{
  "formula": "C28H49N2OP3STi",
  "method": "ωB97M-V/def2-TZVPD",
  "total_charge": 3,
  "lumo_ha": [-0.338, -0.347],
  "homo_ev": [-16.66, -16.72],
  "s_squared": 0.77,
  "gap_ev": [7.448, 7.288],
  "multiplicity": 2,
  "symbols": ["S", "H", "C", "H", "H", "H", "H", "C", "C", "H", "N", "N", "C", "C", "H", "H", "C", "H", "C", "H", "P", "H", "Ti", "H", "H", "H", "C", "H", "P", "C", "H", "C", "C", "H", "H", "H", "C", "H", "H", "C", "C", "C", "H", "H", "C", "H", "H", "H", "H", "H", "H", "C", "H", "H", "C", "H", "C", "C", "C", "C", "H", "H", "O", "H", "H", "H", "H", "C", "H", "H", "H", "C", "P", "H", "H", "C", "H", "C", "C", "H", "C", "H", "H", "H", "H"],
  "positions_angstrom": [[-0.490576, -1.358867, -2.858110], [4.251848, 1.343677, 0.560409], [-1.934352, -1.613054, 5.477117], [2.085392, 1.140088, -4.591332], [1.002814, -3.883718, -4.037711], [2.555389, 3.326265, 1.556528], [-1.309689, 1.907732, -3.663315], [0.229339, -4.107204, -6.073680], [2.509048, -2.253864, 4.091329], [-4.754483, -0.822109, 4.662942], [-0.974338, -1.165651, 3.268774], [-2.062553, -1.397309, 4.046123], [2.234898, 0.784142, 2.085412], [1.770691, 3.149268, 0.804803], [-3.519161, 0.838209, -0.150534], [-2.775895, -2.223955, 5.807003], [2.863964, -1.279128, 5.029581], [2.222269, 0.477376, 6.134129], [3.579078, 1.274395, -0.300373], [-2.495445, -1.531234, -4.996060], [-1.437667, 2.107390, -0.293917], [0.898649, 4.177991, -1.984092], [0.049298, -0.190033, -0.796365], [-1.026512, -2.167263, 5.718233], [-2.530128, -2.492557, -7.304490], [-1.931594, -0.662675, 6.026007], [-3.167673, -1.388864, 3.299122], [-0.041634, 1.403832, -4.779560], [0.899108, 1.771143, -2.565567], [-0.739153, -3.680100, -7.001827], [3.213873, 1.489044, -3.241024], [1.945448, -0.283139, 5.395636], [1.889648, -1.449068, -0.316599], [3.113920, 1.303970, 2.502247], [-2.201500, 4.390078, -0.396941], [-3.423355, -1.092416, 1.094503], [1.592721, 3.489655, -2.477734], [1.937121, 3.789380, -0.065029], [-0.198849, 3.108902, -4.330606], [-1.616288, 2.437999, 1.521235], [1.015000, -2.497395, -0.669293], [0.353978, -1.188291, 3.815221], [1.739275, 3.834347, -3.512581], [3.848767, -1.294012, 5.511508], [0.253314, -3.556325, -4.778399], [-1.258957, -1.996873, -1.857968], [2.406417, -0.295453, 2.142711], [-4.642837, -2.571860, 4.317042], [0.355259, -2.964740, 0.060601], [1.371456, -3.206426, -1.421702], [-0.052416, 0.502161, 5.092943], [-4.515464, -1.567042, 3.888567], [0.783328, 3.369097, 1.226562], [-3.790794, 2.568807, -0.559795], [1.256567, -2.207341, 3.473728], [-1.873462, 3.495708, 1.677931], [2.275085, 0.996139, -3.517877], [-2.803830, -1.164542, 1.982696], [-3.159498, 1.689804, -0.742449], [-1.734505, -2.771683, -6.613399], [-0.447419, 4.332952, -0.682382], [2.351208, -0.073184, -3.299033], [-0.634931, -0.661635, 0.973785], [0.966155, -2.940961, 2.714002], [-0.710974, -4.068211, -8.028218], [3.790927, 0.341140, -0.824378], [-3.196631, 1.444667, -1.811437], [-1.400339, 3.843456, -0.914079], [-1.587560, 3.861002, -1.995499], [-5.254922, -1.436919, 3.089107], [3.810758, 2.086894, -0.990514], [-0.275257, 2.082193, -3.954906], [1.887827, 1.377382, 0.368419], [1.359064, 0.981865, 2.710487], [2.696960, -1.176603, -1.016336], [-1.723737, -2.237606, -5.317585], [-0.688314, 2.218739, 2.064674], [-1.395996, -1.012759, 1.974144], [0.679613, -0.261211, 4.809153], [-2.414537, 1.805118, 1.925358], [-0.723811, -2.615560, -4.428719], [2.127592, -1.316792, 0.737423], [2.556764, 3.504736, -1.955245], [3.227218, -3.045132, 3.831248], [0.959986, -4.875946, -6.351777]],
  "forces_ev_per_angstrom": [[-1.7584, -2.0185, -1.1127], [0.0376, 0.0644, -0.2643], [-0.2450, -0.1298, 0.6696], [0.2593, -0.0720, 0.3548], [-0.3569, 0.2434, -0.6255], [-0.3285, 0.1031, -0.2786], [-0.0856, -0.0013, -0.0236], [-0.5114, 0.3155, 0.1938], [0.1995, 0.0494, -0.1419], [0.2746, -0.2406, -0.1860], [0.7283, 0.1530, -1.1968], [-0.0027, -0.1991, 0.3283], [-0.2821, -0.1328, -0.0433], [-0.2008, 0.1346, -0.2709], [0.0630, 0.2360, -0.2224], [0.0296, 0.1774, -0.0969], [-0.1662, 0.1571, 0.2104], [-0.1644, -0.3836, -0.2756], [0.3777, 0.0211, -0.2453], [0.3211, -0.1946, -0.2978], [-0.7731, 0.0256, 0.6604], [0.3246, -0.1640, -0.2661], [0.5549, 2.4759, 1.8201], [-0.0876, 0.0866, -0.2199], [0.2541, -0.0038, 0.2245], [-0.0493, -0.2568, -0.1700], [-0.1854, 0.0291, 0.1112], [-0.1106, 0.0320, 0.1250], [0.4305, 0.0715, -1.6802], [0.1281, 0.0057, 0.3221], [-0.1079, -0.2481, -0.1677], [0.0757, -0.1855, -0.1344], [-0.2469, -2.4683, -0.5713], [-0.3951, -0.1088, -0.2514], [0.1661, -0.1975, -0.2152], [-0.0001, -0.0839, 0.4345], [0.0141, 0.0193, 0.4842], [-0.0199, -0.0708, 0.3747], [0.0779, -0.2192, 0.1575], [0.2094, -0.1467, -0.0046], [2.7826, 0.2458, 1.2842], [0.5380, -0.3450, 0.6955], [0.0095, -0.2695, 0.3139], [-0.4351, -0.0803, -0.2775], [0.3733, 0.0726, 0.8261], [0.4887, 0.3131, -1.0605], [0.0905, 0.4084, 0.0638], [0.0436, 0.2825, -0.1128], [-0.0381, 0.4010, 0.0460], [-0.8379, 0.7622, -0.6686], [0.3163, -0.2305, -0.0868], [-0.6693, -0.0215, -0.1020], [0.4053, 0.0689, 0.0119], [-0.0122, -0.3036, -0.0091], [-0.3627, 0.1955, -0.1850], [0.0161, -0.3637, 0.0001], [0.0995, -0.0182, 0.0684], [1.0390, 0.1604, -0.5080], [-0.0178, 0.0243, -0.1565], [0.3458, -0.4642, 0.3132], [-0.3710, -0.0827, -0.0326], [0.0841, 0.1083, -0.1644], [0.4172, -0.2642, -0.6912], [0.1306, 0.1375, 0.3801], [-0.0855, 0.1647, 0.5378], [0.0066, 0.1818, 0.1550], [-0.1474, -0.0001, 0.2210], [0.2672, -0.1704, -0.1299], [0.1036, 0.1204, 0.2463], [0.1311, -0.1537, 0.2594], [-0.0429, -0.0056, 0.1189], [-0.5378, -0.1904, 0.0493], [0.5105, -0.4271, 1.2056], [0.2364, 0.1241, -0.1069], [-0.5473, -0.4181, 0.2772], [-0.3610, 0.6120, 0.3706], [-0.3026, 0.0078, -0.0733], [-1.2729, 0.2943, 0.4602], [0.0516, 0.2502, -0.2149], [0.1574, 0.1226, -0.0530], [0.5579, 0.5214, -0.5624], [-0.5979, 0.4599, -0.2946], [-0.2758, 0.0621, -0.2463], [-0.4530, 0.3998, 0.1298], [-0.2820, 0.4321, 0.1934]],
  "lowdin_charge": [0.76, 0.07, 0.05, 0.06, 0.11, 0.08, 0.03, -0.03, -0.05, 0.11, 0.08, -0.03, -0.24, -0.22, 0.03, 0.11, -0.04, 0.13, -0.23, 0.11, 0.78, 0.02, 0.43, 0.11, 0.13, 0.11, -0.23, 0.05, 0.74, -0.02, 0.05, -0.04, -0.20, 0.08, 0.07, 0.12, -0.24, 0.03, 0.07, -0.23, -0.10, -0.23, 0.08, 0.13, -0.09, -0.03, 0.02, 0.11, 0.08, 0.09, 0.13, 0.02, 0.03, 0.07, -0.02, 0.07, -0.24, 0.07, -0.24, -0.04, 0.03, 0.03, -0.22, 0.13, 0.13, 0.04, 0.05, -0.24, 0.06, 0.10, 0.05, -0.25, 0.79, 0.04, 0.07, -0.11, 0.02, -0.32, -0.05, 0.05, -0.35, 0.05, 0.03, 0.13, 0.13]
}